Entry 1:
# C23H26Cl3ErN2O3Si2

A molecular structure, C23H26Cl3ErN2O3Si2 at a distorted geometry (ωB97M-V/def2-TZVPD, the OMol25 dataset).

Atoms and positions in Å:
Er -0.07 0.52 0.68
C 3.45 -1.47 0.95
C 3.45 -0.04 0.50
C 4.64 0.65 0.32
C 4.57 1.98 -0.09
C 3.36 2.58 -0.29
C 2.18 1.83 -0.10
N 2.26 0.52 0.30
N 0.92 2.26 -0.26
Si 0.40 3.67 -1.11
C 0.30 5.17 0.06
C -1.38 3.16 -1.61
C 1.43 3.98 -2.70
H 4.25 -2.03 0.48
H 2.49 -1.94 0.73
H 3.59 -1.50 2.03
H 5.58 0.17 0.49
H 5.48 2.55 -0.25
H 3.27 3.62 -0.57
H -0.29 4.90 0.93
H -0.17 6.03 -0.41
H 1.27 5.49 0.42
H -1.97 2.95 -0.72
H -1.37 2.26 -2.22
H -1.90 3.93 -2.17
H 2.35 4.51 -2.49
H 0.87 4.56 -3.43
H 1.69 3.03 -3.15
O -2.41 0.36 -0.82
C -2.42 -1.06 -1.01
C -1.31 -1.42 -0.02
O -1.66 -1.54 1.19
O -0.13 -1.29 -0.38
C -2.08 -1.31 -2.46
C -2.60 -0.45 -3.42
C -2.35 -0.66 -4.76
C -1.57 -1.73 -5.16
C -1.03 -2.58 -4.20
C -1.29 -2.38 -2.86
C -3.73 -1.74 -0.68
C -3.73 -3.10 -0.41
C -4.92 -3.76 -0.16
C -6.11 -3.06 -0.17
C -6.11 -1.70 -0.44
C -4.93 -1.03 -0.70
H -2.97 0.61 -0.06
H -3.20 0.40 -3.11
H -2.77 0.02 -5.49
H -1.39 -1.90 -6.21
H -0.41 -3.41 -4.51
H -0.87 -3.06 -2.13
H -2.79 -3.63 -0.39
H -4.91 -4.82 0.04
H -7.04 -3.57 0.01
H -7.04 -1.15 -0.46
H -4.93 0.02 -0.93
Cl 0.78 0.43 3.08
Si -0.08 -1.72 2.66
Cl -1.52 -1.66 4.05
Cl -2.02 1.55 1.77

Properties
Orbital gap (spin up / spin down) = 7.513 / 7.550 eV
LUMO energy (spin up / spin down) = -0.0140 / -0.0128 Ha
Multiplicity = 4
E_tot = -4202.20889 hartree


Entry 2:
# C23H26Cl3O5

2 unconnected molecules or ions with the total composition C23H26Cl3O5 at a distorted geometry (ωB97M-V/def2-TZVPD, the OMol25 dataset).

Atoms and positions in Å:
C 2.26 2.46 5.03
C 0.78 2.21 4.89
O 0.69 0.94 4.20
C -0.57 0.53 4.06
C -0.72 -0.75 3.20
C -2.11 -1.41 3.26
C -2.56 -1.58 4.70
C -3.96 -2.15 4.86
C -4.99 -1.44 3.97
C -4.51 -1.30 2.53
C -3.14 -0.63 2.42
C 0.39 -1.69 3.72
O 0.10 -2.71 4.32
O 1.64 -1.28 3.42
C 2.56 -2.32 3.00
C 3.90 -1.64 2.98
O -1.52 1.11 4.59
H 2.41 3.44 5.48
H 2.72 1.72 5.69
H 2.77 2.40 4.06
H 0.30 2.12 5.87
H 0.28 2.98 4.28
H -1.99 -2.41 2.82
H -1.81 -2.20 5.21
H -2.55 -0.57 5.15
H -3.93 -3.22 4.60
H -4.26 -2.09 5.92
H -5.96 -1.96 4.00
H -5.15 -0.44 4.38
H -4.46 -2.28 2.05
H -5.22 -0.72 1.94
H -3.15 0.42 2.78
H -2.81 -0.63 1.38
H 2.50 -3.15 3.71
H 2.25 -2.64 2.00
H 4.65 -2.31 2.56
H 3.87 -0.72 2.38
H 4.21 -1.38 3.99
Cl -0.31 -0.29 1.56
C 1.59 1.15 -2.20
Cl 3.23 0.81 -1.90
C 0.69 -0.01 -2.38
O 1.09 -1.18 -2.31
C -0.74 0.33 -2.70
C -1.19 1.68 -2.52
C -2.45 2.06 -3.06
C -3.26 1.12 -3.69
C -2.88 -0.24 -3.71
C -1.61 -0.62 -3.24
C -0.31 2.57 -1.83
Cl -0.99 3.83 -0.92
C 1.06 2.39 -1.87
H -2.73 3.11 -3.05
H -4.21 1.42 -4.14
H -3.57 -0.98 -4.11
H -1.29 -1.66 -3.30
H 1.74 3.19 -1.62

Properties
Orbital gap = 5.442 eV
LUMO energy = 0.0933 Ha
Multiplicity = 1
E_tot = -2648.87722 hartree
Net charge = -1


Entry 3:
# C23H26ClF6IrN5O7S2

A molecular structure, C23H26ClF6IrN5O7S2 at a distorted geometry (ωB97M-V/def2-TZVPD, the OMol25 dataset).

Atoms and positions in Å:
Ir 0.39 0.24 0.20
C 0.63 -0.60 4.52
C 0.94 0.15 3.27
O 0.27 -0.12 2.23
N 1.92 1.04 3.29
C 2.23 1.94 2.19
C 3.04 1.31 1.08
C 4.39 1.56 0.98
C 5.12 1.03 -0.07
C 4.46 0.26 -1.02
C 3.11 0.05 -0.87
N 2.41 0.53 0.17
H -0.45 -0.78 4.57
H 0.94 -0.07 5.41
H 1.14 -1.57 4.50
H 2.39 1.18 4.17
H 2.79 2.77 2.60
H 1.30 2.35 1.79
H 4.86 2.19 1.72
H 6.18 1.23 -0.16
H 4.97 -0.14 -1.88
H 2.54 -0.48 -1.62
F 2.60 2.25 -2.75
C 2.83 2.57 -4.03
F 3.56 3.64 -4.12
F 3.38 1.54 -4.65
S -0.72 1.46 -2.28
O 0.29 0.42 -1.86
O -0.73 1.69 -3.66
N -0.79 2.57 -1.24
S 0.25 3.81 -1.14
O 1.28 3.46 -0.20
O 0.59 4.37 -2.40
C -0.86 4.99 -0.26
F -1.88 5.33 -1.03
F -0.15 6.05 0.06
F -1.32 4.41 0.85
Cl -8.35 -0.19 0.09
C -6.67 -0.04 -0.16
C -5.80 -0.31 0.90
C -4.44 -0.18 0.70
C -3.95 0.21 -0.56
C -4.84 0.49 -1.60
C -6.20 0.36 -1.40
C -2.52 0.35 -0.73
O -2.15 0.71 -1.97
O -1.71 0.10 0.17
H -6.19 -0.61 1.86
H -3.75 -0.37 1.51
H -4.47 0.82 -2.57
H -6.90 0.58 -2.20
C 1.59 -2.56 0.33
C 1.47 -4.14 0.15
N 0.12 -4.44 -0.24
C -0.82 -4.05 0.77
C -0.75 -2.47 0.93
N 0.28 -1.98 0.00
C -0.09 -2.28 -1.39
C -0.20 -3.87 -1.52
H 2.36 -2.18 -0.34
H 1.85 -2.32 1.36
H 1.71 -4.63 1.09
H 2.17 -4.47 -0.62
H -0.57 -4.52 1.72
H -1.83 -4.33 0.48
H -0.47 -2.20 1.95
H -1.71 -2.03 0.69
H 0.67 -1.90 -2.07
H -1.04 -1.82 -1.63
H 0.49 -4.21 -2.28
H -1.22 -4.13 -1.80

Properties
Orbital gap (spin up / spin down) = 6.393 / 6.393 eV
LUMO energy (spin up / spin down) = -0.2854 / -0.2854 Ha
Multiplicity = 2
E_tot = -3651.99524 hartree
Net charge = +2


Entry 4:
# C23H26I2N3O4V

A molecular structure, C23H26I2N3O4V (ωB97M-V/def2-TZVPD, the OMol25 dataset).

Atoms and positions in Å:
V 0.49 -0.19 -0.02
C -4.20 -0.98 -0.31
N -3.78 0.28 -0.92
C -4.81 0.97 -1.67
C -2.49 0.64 -0.89
O -1.63 -0.06 -0.35
C -2.09 1.95 -1.58
O -0.75 2.27 -1.36
C -0.47 3.29 -0.46
C -0.04 2.77 0.91
O 0.11 1.55 1.10
N 0.20 3.66 1.87
C 0.70 3.22 3.17
C 0.12 5.10 1.62
H -5.06 -0.79 0.33
H -3.38 -1.39 0.27
H -4.48 -1.69 -1.09
H -5.70 1.08 -1.04
H -5.08 0.40 -2.56
H -4.50 1.96 -1.98
H -2.76 2.76 -1.25
H -2.24 1.83 -2.66
H -1.31 3.98 -0.33
H 0.36 3.88 -0.87
H 0.42 2.18 3.33
H 0.26 3.84 3.94
H 1.79 3.30 3.21
H 0.80 5.40 0.82
H 0.41 5.61 2.53
H -0.90 5.41 1.36
C 1.26 -2.56 -0.30
C 0.58 -2.37 -1.50
C -0.75 -2.78 -1.62
C -1.41 -3.34 -0.55
C -0.76 -3.47 0.68
C 0.57 -3.09 0.80
H 2.31 -2.36 -0.23
H 1.11 -1.96 -2.35
H -1.26 -2.67 -2.57
H -2.43 -3.68 -0.65
H -1.27 -3.90 1.53
H 1.09 -3.25 1.74
I 2.64 2.48 -3.89
C 3.34 2.01 -2.00
C 4.54 2.60 -1.54
C 5.05 2.34 -0.30
I 6.82 3.25 0.28
C 4.35 1.45 0.57
C 4.77 1.10 1.87
C 4.03 0.24 2.62
C 2.84 -0.28 2.08
N 2.41 0.03 0.88
C 3.16 0.88 0.10
C 2.62 1.13 -1.21
O 1.52 0.54 -1.56
H 5.06 3.27 -2.21
H 5.69 1.52 2.26
H 4.33 -0.06 3.62
H 2.21 -0.95 2.66

Properties
Orbital gap (spin up / spin down) = 7.179 / 7.282 eV
LUMO energy (spin up / spin down) = -0.0853 / -0.0920 Ha
Multiplicity = 4
E_tot = -2896.55209 hartree
Net charge = +1


- Which formula does entry 4 have?
  C23H26I2N3O4V


- Look up the multiplicity of the second one.
  1


- Which formula does entry 1 have?
  C23H26Cl3ErN2O3Si2